This record from OMol25 describes 15 unconnected molecules or ions with the total composition C60H165N15O15. The level of theory is ωB97M-V with the def2-TZVPD basis set.

E_tot   -4334.24054 hartree
HOMO-LUMO gap   0.34008 hartree

Geometry (Å):
O 0.211 0.678 1.523
O 1.345 2.592 -9.945
O 2.801 8.305 7.201
O -6.924 -4.347 3.534
O -0.648 0.777 12.401
O -11.596 3.920 0.493
O 5.750 -6.641 -4.775
O 6.858 -10.385 1.149
O -6.413 7.827 6.799
O -5.885 0.795 -8.715
O 1.630 -4.067 -14.129
O 9.621 0.658 1.207
O 6.660 -0.346 9.196
O 3.031 12.009 -2.551
O -6.872 -9.577 -7.685
N -5.189 0.847 -5.941
N -0.145 -1.340 -1.562
N 0.962 9.690 5.295
N 4.631 10.473 -1.264
N 8.108 -7.536 -6.356
N 3.483 -2.184 9.147
N -0.345 -4.882 -10.949
N -4.316 -3.986 6.201
N 2.666 0.577 -8.546
N -9.649 5.886 6.273
N 7.445 -8.938 3.302
N -14.219 3.795 1.698
N 11.304 1.466 4.512
N -0.917 -1.770 13.687
N -4.486 -8.780 -6.511
C -1.304 -0.728 15.763
C -3.680 2.656 -6.233
C -5.858 -6.989 -5.265
C 11.425 2.750 2.586
C 4.285 8.408 -2.494
C -7.617 -9.690 -8.842
C -6.981 -3.277 2.548
C 1.774 12.790 -2.348
C 4.589 -7.397 -4.616
C 0.615 0.319 0.213
C -0.244 -6.305 -13.031
C 0.734 -3.828 -13.079
C 3.036 -4.115 -13.761
C 4.603 -1.240 7.188
C -4.653 1.338 -8.239
C -0.209 -0.979 -0.202
C -4.952 -4.212 4.916
C -1.363 -0.584 14.268
C 10.440 0.340 2.324
C 2.223 10.163 5.804
C 2.701 2.835 -9.530
C 2.221 11.691 5.744
C 4.755 -1.734 8.673
C -6.265 8.161 8.140
C 7.915 -5.859 -7.867
C 5.344 -0.767 9.667
C -10.345 4.086 -0.182
C 0.436 -5.111 -12.239
C -7.410 4.898 6.570
C -15.162 2.881 -0.338
C 7.340 0.530 9.991
C 4.140 9.921 -2.506
C -6.016 0.692 -10.104
C -0.525 0.676 13.739
C -6.673 -8.270 -7.295
C -6.483 -3.826 4.765
C 4.016 7.701 6.713
C -13.850 3.217 0.363
C -5.800 -8.234 -6.051
C 6.445 -10.960 2.376
C -4.855 1.893 -6.829
C -0.877 1.605 1.577
C 1.092 3.595 -10.915
C -4.539 -5.659 4.643
C 5.933 -6.336 -6.134
C 9.369 -0.584 0.477
C 5.105 -8.991 3.019
C -8.310 6.159 6.782
C 3.071 1.975 -8.298
C 2.758 10.632 -2.726
C 0.233 -2.202 0.584
C 10.606 1.677 3.263
C -0.359 2.038 11.831
C -7.729 7.512 6.277
C 4.529 1.917 -8.077
C -12.672 3.860 -0.335
C 6.329 -9.763 3.385
C 2.634 9.680 7.318
C 6.913 -11.255 0.054
C 7.487 -6.261 -6.435
H 2.621 10.476 -3.796
H 0.565 2.386 12.292
H 0.033 3.472 -11.142
H -6.250 -8.962 -5.376
H -13.396 3.673 2.271
H -5.722 2.553 -6.817
H -0.390 2.531 1.267
H -0.281 -0.743 16.139
H 3.757 8.003 -3.357
H -7.593 -10.638 -9.380
H -7.271 4.605 5.529
H 3.215 -2.870 8.456
H 7.821 -8.149 -7.105
H 7.456 -10.646 -0.667
H 5.251 -8.452 2.083
H 4.170 7.959 5.665
H -4.683 -9.353 -7.319
H 8.449 -0.651 -0.103
H -8.368 6.268 7.865
H -6.785 -6.780 -4.731
H -7.394 -8.945 -9.606
H -4.358 -3.569 4.266
H -6.652 -2.815 5.137
H -3.536 -6.043 4.827
H -9.820 3.140 -0.312
H 9.104 -1.286 1.267
H -4.555 2.250 -8.828
H -15.868 3.700 -0.202
H 5.909 -11.435 -0.330
H 7.349 -4.960 -8.114
H 3.604 10.097 7.587
H 3.356 -3.306 -13.104
H 7.143 -11.712 2.743
H 3.324 2.607 -10.395
H 0.589 1.100 -0.546
H -5.131 0.308 -10.611
H -10.159 6.752 6.373
H 1.289 12.733 -3.323
H -8.312 8.425 6.398
H 10.325 -0.980 0.135
H 2.386 2.237 -7.492
H -4.679 -5.914 3.592
H -7.489 7.561 5.215
H -5.148 -6.335 5.243
H 7.218 0.386 11.064
H -3.812 0.677 -8.450
H 4.334 -2.060 6.522
H -0.319 2.059 10.742
H 5.075 1.545 -8.943
H 5.531 -0.810 6.814
H 1.022 4.634 -10.594
H -3.396 3.380 -6.997
H -4.113 3.310 -5.476
H 8.987 -5.672 -7.813
H 5.486 -11.472 2.303
H 8.424 0.437 9.925
H -9.616 5.730 5.276
H 5.348 8.269 -2.694
H 4.883 8.039 7.279
H -7.422 -3.731 1.660
H 7.155 -8.020 3.608
H -4.335 0.325 -5.802
H -5.143 -7.170 -4.462
H -14.266 4.803 1.717
H -12.567 3.296 -1.262
H 7.863 -5.590 -5.663
H -7.609 -7.803 -6.988
H 0.955 -2.990 -12.418
H -1.729 -1.704 16.000
H 5.330 -2.659 8.627
H 0.705 -0.987 -1.977
H 7.742 -8.962 2.337
H -5.450 -6.119 -5.781
H 0.086 -1.834 13.589
H 0.475 9.526 6.165
H -10.411 4.696 -1.083
H -1.394 1.562 2.535
H 11.300 3.726 3.055
H -6.001 -2.951 2.198
H 11.621 2.319 4.951
H 3.570 -3.951 -14.697
H -8.675 -9.515 -8.645
H -1.052 2.832 12.111
H 4.323 9.815 -0.562
H 4.749 -8.310 -5.190
H -6.974 -4.452 5.511
H -7.512 -2.390 2.894
H -15.618 2.067 0.227
H -5.205 8.292 8.358
H 1.674 0.076 0.302
H 1.103 8.749 4.954
H 3.096 0.421 -9.446
H 7.699 -6.702 -8.524
H -5.002 -4.340 6.852
H -6.451 7.337 8.829
H -5.906 0.259 -6.340
H 3.741 -0.574 7.233
H -0.996 1.545 14.200
H 4.841 -8.291 3.812
H 5.395 -1.419 10.538
H 2.059 12.109 4.750
H -0.367 -3.103 0.453
H 0.290 -4.356 -10.366
H 1.363 -5.606 -11.948
H 9.620 2.014 3.580
H 0.327 -6.731 -13.856
H -0.243 -3.660 -13.532
H -2.419 -0.545 14.000
H 11.478 0.141 2.055
H -1.270 -0.853 0.017
H -1.042 -5.861 -13.626
H -4.191 -2.986 6.269
H -6.454 5.092 7.056
H 4.590 -7.655 -3.557
H -9.770 4.483 0.655
H 6.238 -10.118 4.411
H 0.472 0.535 14.155
H -1.715 0.022 16.439
H -0.534 -5.688 -10.370
H 2.857 9.856 4.973
H 4.666 0.069 9.842
H 10.113 -0.486 2.955
H 10.715 0.982 5.174
H -6.248 1.685 -10.490
H 7.377 -12.220 0.260
H -6.679 -0.114 -10.417
H 7.690 -7.948 -5.534
H 1.718 3.443 -11.794
H 3.292 -5.096 -13.360
H -12.980 4.872 -0.597
H 1.681 0.641 -8.761
H -14.986 2.449 -1.324
H -13.324 2.268 0.463
H 2.010 10.104 -2.134
H -1.541 1.370 0.745
H 11.071 2.966 1.578
H -7.980 4.058 6.968
H 2.925 3.874 -9.292
H 1.871 10.046 8.004
H -0.654 -7.057 -12.358
H 7.058 1.554 9.745
H 3.846 8.005 -1.581
H -2.771 2.148 -5.910
H 0.210 -1.942 1.642
H 3.071 12.240 6.148
H 4.920 2.878 -7.744
H 3.631 -6.957 -4.893
H -6.730 9.094 8.459
H 1.328 12.389 -1.438
H 1.368 12.072 6.306
H 4.043 6.612 6.750
H 4.836 10.174 -3.306
H -4.273 -9.548 -5.890
H -6.236 -7.731 -8.136
H 5.510 -5.346 -6.304
H -0.182 -2.319 -1.811
H 4.781 1.224 -7.274
H 2.139 13.782 -2.083
H 12.445 2.394 2.441
H 4.157 11.361 -1.186
H 4.245 -9.647 2.887
H -1.105 -1.529 12.724
H 5.500 -7.169 -6.689
H 1.300 -2.274 0.374
H 2.979 -1.338 8.925